Density functional theory data (the ωB97M-V functional and the def2-TZVPD basis) for the molecule C22H21NO3.

Each line ends with the Löwdin charge.
Positions of all 47 atoms, in Å:
O (1.642, 0.967, 0.757)  0.1063
O (0.315, -2.041, 1.183)  0.0354
O (3.127, 2.577, 1.164)  0.1076
N (-3.610, 1.089, 0.864)  0.0088
C (2.831, -1.566, -1.449)  -0.0859
C (-3.302, -2.228, -0.819)  -0.0513
C (1.495, -2.015, 0.489)  -0.2785
C (3.883, -2.246, 0.590)  -0.0822
C (1.590, -1.633, -0.844)  -0.0332
C (-1.738, 2.578, 1.070)  -0.0234
C (-0.931, 2.003, -1.499)  -0.0306
C (-4.123, -0.164, 0.358)  -0.1556
C (-0.867, -2.123, 0.486)  -0.2532
C (2.649, -2.320, 1.205)  -0.0123
C (1.151, 3.386, -1.238)  -0.1332
C (2.255, 2.320, -1.071)  -0.0824
C (-2.327, -3.172, -1.091)  -0.0674
C (-0.596, 3.157, 0.558)  -0.0429
C (-0.161, 2.862, -0.727)  -0.2578
C (2.416, 1.992, 0.391)  -0.5412
C (-2.487, 1.678, 0.309)  -0.2954
C (3.980, -1.873, -0.740)  -0.0965
C (-1.860, -1.202, 0.790)  0.0510
C (-3.074, -1.231, 0.122)  -0.2185
C (-2.079, 1.422, -1.000)  -0.0174
C (-1.101, -3.119, -0.455)  -0.0174
H (-4.867, -0.532, 1.071)  0.1314
H (-0.326, -3.835, -0.682)  0.1248
H (-3.658, 1.190, 1.867)  0.1264
H (-4.648, 0.024, -0.587)  0.1210
H (4.945, -1.815, -1.219)  0.0989
H (2.901, -1.266, -2.485)  0.1055
H (-1.643, -0.450, 1.532)  0.1294
H (-2.052, 2.805, 2.080)  0.1100
H (1.441, 4.284, -0.690)  0.1209
H (1.073, 3.635, -2.299)  0.1167
H (-0.021, 3.833, 1.175)  0.1200
H (-4.245, -2.261, -1.345)  0.1111
H (0.698, -1.370, -1.393)  0.1198
H (1.975, 1.412, -1.603)  0.1089
H (-2.517, -3.947, -1.819)  0.1055
H (-0.620, 1.773, -2.509)  0.1174
H (2.557, -2.606, 2.242)  0.1179
H (4.774, -2.482, 1.153)  0.1039
H (1.733, 0.783, 1.706)  0.1411
H (3.200, 2.708, -1.451)  0.1257
H (-2.647, 0.751, -1.625)  0.1107

Cartesian forces, eV/Å:
-0.374 -0.433 -0.012
-0.034 -0.015 0.189
0.119 0.233 0.102
-0.272 -0.087 0.473
0.021 -0.034 0.008
-0.056 0.128 0.096
0.503 -0.026 -0.249
0.037 0.028 -0.040
-0.254 -0.062 0.116
-0.100 -0.119 0.012
0.101 0.159 0.125
-0.031 0.028 -0.085
-0.525 -0.026 -0.176
-0.378 -0.004 0.037
0.047 -0.222 0.015
-0.017 0.158 0.035
0.027 -0.018 -0.029
-0.020 -0.021 -0.134
-0.078 0.230 -0.128
0.258 -0.034 0.045
0.236 0.372 -0.158
0.155 0.033 -0.060
0.282 -0.211 0.045
-0.004 -0.190 -0.083
-0.178 -0.054 0.089
0.203 -0.009 0.192
0.024 0.101 -0.100
0.061 -0.052 -0.014
-0.021 -0.023 -0.135
-0.014 -0.129 0.091
0.085 0.000 -0.041
-0.006 0.027 -0.087
0.034 0.136 0.031
-0.039 0.029 0.100
0.004 0.028 -0.072
0.031 0.064 0.036
0.064 0.074 0.066
-0.107 0.014 -0.083
-0.035 0.035 -0.041
0.036 0.011 -0.068
-0.005 -0.070 -0.060
0.033 -0.030 -0.131
-0.022 -0.043 0.116
0.065 -0.021 0.053
0.193 0.231 -0.091
0.015 -0.095 0.070
-0.064 -0.092 -0.063

E_HOMO (eV): -7.80
Structure (SMILES): O=C(O)CCc1ccc(NCc2cccc(Oc3ccccc3)c2)cc1
LUMO (eV): 0.71
Total energy (eV): -30788.138
Energy above the lowest of the compared OMol25 structures with the same formula, charge and spin (kcal per mole): 21.0
Frontier orbital gap (eV): 8.5